This record from OMol25 describes 2 unconnected molecules or ions with the total composition C8H13NO2 at a distorted geometry. The level of theory is wB97M-V/def2-TZVPD.

The geometry in ORCA input format:
```
! wB97M-V def2-TZVPD RIJCOSX def2/J DEFGRID3
* xyz 0 1
C 3.140 0.102 -0.016
C -1.242 -0.512 -0.249
C -0.392 -1.711 -0.621
C 0.905 -1.351 1.520
C 1.125 -0.244 0.458
C -0.058 0.602 -0.017
C -0.528 1.737 1.023
C 0.288 1.385 -1.324
N 0.881 -1.716 0.052
O 3.343 1.242 0.054
O 3.518 -0.920 -0.495
H -1.974 -0.256 -0.944
H -1.679 -0.665 0.762
H -0.885 -2.671 -0.389
H -0.241 -1.772 -1.776
H 1.867 -1.741 1.999
H 0.038 -1.525 2.033
H -1.142 1.521 1.897
H -1.129 2.364 0.300
H 0.379 2.160 1.388
H 0.785 2.318 -1.076
H -0.659 1.572 -1.779
H 0.965 1.055 -2.031
H 1.727 -2.217 -0.399
*
```

For the energy above the lowest of the compared OMol25 structures with the same formula, charge and spin, the calculation gives 3.592 eV.